(1)
DFT (ωB97M-V/def2-TZVPD) results for an isolated ion of composition C5H10N3 and charge +1 at a distorted geometry.

Calculated values
Energy above the lowest of the compared OMol25 structures with the same formula, charge and spin: 21.4 kcal/mol
Gap between HOMO and LUMO: 10.393 eV
Lowest unoccupied orbital energy: -0.114 hartree
SMILES string: Cc1[nH+]c[nH]c1CN
HOMO: -13.51 eV
DFT total energy: -360.54097 a.u.

```
! RIJCOSX wB97M-V def2-TZVPD def2/J DEFGRID3
* xyz 1 1
C -1.71638 1.49833 0.00403
C -1.00214 0.29465 0.16397
N -1.72460 -0.86256 0.46358
C -0.94025 -1.91361 0.19066
N 0.21968 -1.48210 -0.26531
C 0.23193 -0.07170 -0.24073
C 1.55580 0.75677 -0.33322
N 2.67549 -0.15023 0.05615
H -1.14438 2.39411 0.24390
H -2.34590 1.54097 -0.94958
H -2.59120 1.52164 0.67720
H -2.69545 -0.86153 0.81620
H -1.30777 -2.98979 0.20392
H 1.08614 -1.98120 -0.12281
H 1.69734 0.98990 -1.39393
H 1.49794 1.65988 0.25881
H 3.28760 0.03131 0.92475
H 3.21617 -0.37482 -0.69757
*
```


(2)
DFT (ωB97M-V/def2-TZVPD) results for CuF2Zn as an isolated structure at a distorted geometry.

Calculated values
Energy above the lowest of the compared OMol25 structures with the same formula, charge and spin: 0.0 kcal/mol
<S²>: 0.755
Gap between HOMO and LUMO (spin up / spin down): 7.634 / 4.739 eV
Lowest unoccupied orbital energy (spin up / spin down): -0.488 / -0.588 hartree
HOMO (spin up / spin down): -20.92 / -20.73 eV
DFT total energy: -3618.59949 a.u.

```
! RIJCOSX wB97M-V def2-TZVPD def2/J DEFGRID3
* xyz 2 2
Cu 0.54191 -1.35705 1.79652
Zn -0.30044 0.64207 -1.56339
F 0.04778 1.70089 0.26410
F -0.28925 -0.98591 -0.49724
*
```


(3)
DFT (ωB97M-V/def2-TZVPD) results for a single C4H8O2 molecule.

Calculated values
Energy above the lowest of the compared OMol25 structures with the same formula, charge and spin: 15.2 kcal/mol
Gap between HOMO and LUMO: 11.747 eV
Lowest unoccupied orbital energy: 0.037 hartree
SMILES string: CCCOC=O
HOMO: -10.75 eV
DFT total energy: -307.68823 a.u.

```
! RIJCOSX wB97M-V def2-TZVPD def2/J DEFGRID3
* xyz 0 1
C -1.53560 0.39903 -0.48413
C -0.87854 0.32541 0.89867
C 0.36684 -0.55062 0.93485
O 1.50177 0.23760 0.51661
C 2.20774 -0.17459 -0.53973
O 1.98861 -1.14078 -1.22113
H -2.25139 -0.41797 -0.62416
H -2.07784 1.33969 -0.61976
H -0.79226 0.32294 -1.28554
H -1.59603 -0.05389 1.63599
H -0.58285 1.32345 1.24113
H 0.59637 -0.87988 1.95234
H 0.28195 -1.42377 0.28299
H 3.04428 0.52385 -0.69610
*
```


(4)
DFT (ωB97M-V/def2-TZVPD) results for C3H8N2OP2 as an isolated structure at a distorted geometry.

Calculated values
Energy above the lowest of the compared OMol25 structures with the same formula, charge and spin: 39.8 kcal/mol
Gap between HOMO and LUMO (spin up / spin down): 7.984 / 7.985 eV
Lowest unoccupied orbital energy (spin up / spin down): -0.015 / -0.015 hartree
HOMO (spin up / spin down): -8.40 / -8.40 eV
DFT total energy: -986.48908 a.u.

```
! RIJCOSX wB97M-V def2-TZVPD def2/J DEFGRID3
* xyz 0 1
C -2.44687 -0.52293 0.24313
C -1.19434 0.07850 0.77362
C -0.31155 0.60622 -0.38099
N 2.63680 -1.28822 1.09607
N 2.87110 -0.02060 -1.06923
O 0.78452 1.40650 0.02422
P 3.17436 -1.50990 -0.34669
P 2.30328 0.99754 0.28138
H -3.09530 -0.69173 1.15328
H -2.88480 0.20799 -0.38736
H -2.35795 -1.51408 -0.15135
H -0.53058 -0.44668 1.55661
H -1.27900 1.16772 1.20675
H 0.22923 -0.05382 -1.04397
H -0.85965 1.24055 -0.97850
H 2.96074 0.34294 -1.97695
*
```


(5)
DFT (ωB97M-V/def2-TZVPD) results for C20H19AgBrCl6N4O3Si as an isolated structure at a distorted geometry.

Calculated values
Gap between HOMO and LUMO: 6.595 eV
Lowest unoccupied orbital energy: 0.060 hartree
HOMO: -4.98 eV
DFT total energy: -6990.15717 a.u.

```
! RIJCOSX wB97M-V def2-TZVPD def2/J DEFGRID3
* xyz -1 1
Ag 0.93931 -0.38254 -1.90941
Br 0.01745 7.04103 -0.79333
C -0.33856 5.25243 -1.03675
C -1.39568 4.82090 -1.85347
C -1.54170 3.47032 -1.99711
C -0.68513 2.48601 -1.31974
O -0.86358 1.24594 -1.46864
C 0.29659 2.98256 -0.40197
C 1.14775 2.10617 0.42459
N 1.46281 0.90394 0.28584
C 2.19475 0.18545 1.19120
C 2.94813 0.71462 2.18016
C 3.70211 -0.11162 3.12603
C 3.76544 -1.47245 2.97515
C 3.05566 -2.07668 1.92143
C 3.16204 -3.44825 1.48238
C 2.40281 -3.93159 0.42474
C 1.65879 -3.01794 -0.32294
N 1.62079 -1.73100 -0.02310
C 2.29273 -1.27615 1.06561
C 0.42405 4.38264 -0.38027
H -1.91953 5.55340 -2.42979
H -2.25851 3.05062 -2.71442
H 1.51681 2.61915 1.36351
H 3.10927 1.81743 2.21102
H 4.29326 0.24077 3.94060
H 4.43774 -1.99525 3.64258
H 3.88917 -3.97579 2.04228
H 2.50348 -4.89579 -0.08229
H 1.25097 -3.30859 -1.22428
H 1.34078 4.71211 0.20388
Cl 1.72605 -2.45702 -4.86948
Si 1.78545 -0.38941 -4.13786
Cl 0.50386 0.57475 -5.57163
Cl 3.67231 0.30135 -4.90433
Cl -3.95963 -3.29044 -3.01877
C -2.36996 -2.76693 -2.39065
Cl -1.33819 -4.22164 -2.18748
Cl -1.65678 -1.70484 -3.58974
C -2.52187 -2.03017 -1.02138
O -3.68176 -1.81292 -0.60681
O -1.42994 -1.66745 -0.55097
N -2.71398 0.56799 0.38555
C -2.09957 0.35133 1.73910
C -2.95417 -0.33204 2.83449
N -3.44430 -1.63957 2.58146
H -1.92105 0.61182 -0.39257
H -3.43109 1.30481 0.36298
H -3.07931 -0.35829 0.07150
H -1.74021 1.31295 2.04579
H -1.14473 -0.29125 1.58247
H -3.73251 0.37543 3.11882
H -2.25095 -0.36236 3.77972
H -2.68668 -2.32208 2.48456
H -3.96098 -1.71585 1.73175
*
```


(6)
DFT (ωB97M-V/def2-TZVPD) results for a 4-piece molecular cluster, C4H14O3 overall at a distorted geometry.

Calculated values
Energy above the lowest of the compared OMol25 structures with the same formula, charge and spin: 41.8 kcal/mol
Gap between HOMO and LUMO: 9.769 eV
Lowest unoccupied orbital energy: 0.004 hartree
SMILES string: C=CCC.O.O.O
HOMO: -9.67 eV
DFT total energy: -386.46013 a.u.

```
! RIJCOSX wB97M-V def2-TZVPD def2/J DEFGRID3
* xyz 0 1
C 3.47566 2.25312 0.63488
C 3.28421 1.02251 1.08172
C 3.14497 -0.17696 0.15753
C 2.33446 -1.28638 0.87751
H 3.22305 3.16136 1.17445
H 3.64838 2.44122 -0.42030
H 3.24083 0.81352 2.14763
H 2.49964 0.13109 -0.65670
H 4.13692 -0.55426 -0.06021
H 1.81592 -1.93379 0.17511
H 3.00253 -1.95268 1.44400
H 1.77396 -0.87423 1.72072
O -5.57273 1.02988 -2.19576
H -4.64141 0.76871 -2.11620
H -5.93460 0.13657 -2.10033
O -1.19449 -3.55990 0.37271
H -1.40062 -3.91994 1.24118
H -1.29807 -2.60984 0.49046
O -3.00921 1.29846 -0.62079
H -2.61242 2.13916 -0.36442
H -2.65522 0.67599 0.02226
*
```


no.,molecular weight (g/mol)
1,112.16
2,166.93
3,88.11
4,150.06
5,791.97
6,110.15